Formula: C21H21BaN5OSTe
Source: OMol25
Level of theory: ωB97M-V with the def2-TZVPD basis set

Structure (XYZ):
```
51
C21H21BaN5OSTe, DFT ωB97M-V with the def2-TZVPD basis set
C -1.2643 -2.5413 3.9534
C 3.7940 1.8983 1.5568
N -0.6286 -2.0265 -1.0482
C 0.5869 -1.2786 -4.4733
H 4.2783 3.4606 2.9563
H -1.0712 -0.4889 3.3897
H 3.4102 -2.0031 0.4894
C -1.1985 -4.0577 2.1045
Te -3.9123 0.4128 -0.9471
N 0.1958 0.1777 -2.6253
H -0.0108 -3.9420 -0.3736
H -6.2326 2.9325 -0.9158
C 2.8353 0.0280 0.8591
H -1.2312 -5.0596 1.6935
C 0.2574 -1.0603 -3.1468
H 1.7664 -1.8309 1.0946
H 0.9961 1.9730 -5.3395
C -1.3188 -3.8415 3.4581
H 0.6361 -2.2983 -4.8264
C -4.0390 4.5076 1.0790
C 4.0562 0.5728 1.3047
C 0.7935 1.0927 -4.7446
O 0.3921 -3.3630 -2.6550
H 1.9705 2.9340 1.3378
H 1.0897 -0.3240 -6.3271
C -0.0071 -2.2828 -2.2280
H 5.0008 0.0657 1.4245
H -1.4556 -4.6790 4.1317
H -5.9444 5.2183 0.3768
C 0.4666 1.2303 -3.4117
C -4.3135 2.3243 -0.1476
S -3.1769 3.0377 0.9156
H 5.6595 2.6176 2.2687
H -1.3576 -2.3273 5.0090
H 0.4177 2.2139 -2.9580
N 1.8768 0.9464 0.8318
H 4.7831 3.7925 1.2961
N -0.9784 -1.7230 1.7212
N 2.4934 2.0802 1.2647
H 2.1396 -1.4273 -0.5800
Ba -0.8438 0.2018 -0.1852
H -3.6799 5.3270 1.6827
C 4.6677 3.0065 2.0438
C 2.5180 -1.3798 0.4429
C -5.2123 4.4206 0.3942
C -1.1049 -1.5183 3.0496
C 0.8455 -0.1857 -5.2808
H -1.7160 -3.7970 -0.5987
C -1.0193 -2.9757 1.2443
C -5.3707 3.1776 -0.3095
C -0.8395 -3.2386 -0.2525
```

## Properties
ΔE to the lowest compared entry with this formula, charge and spin   19.5 kcal/mol
Electronic energy   -1853.6236 Ha
LUMO energy   -0.2 eV
Orbital gap   6.075 eV